No. 1
Entry from OMol25: 13 unconnected molecules or ions with the total composition C75H67N13O25 in a non-equilibrium geometry (the ωB97M-V functional and the def2-TZVPD basis).

```
! wB97M-V def2-TZVPD RIJCOSX def2/J DEFGRID3
* xyz 0 1
C -26.271 -0.736 27.257
C -25.907 -0.249 26.011
C -24.671 -0.530 25.407
C -23.928 -1.510 26.091
C -24.211 -1.947 27.393
C -25.478 -1.632 27.942
N -22.594 -1.880 25.587
O -22.195 -1.377 24.597
O -22.010 -2.798 26.182
H -27.214 -0.453 27.680
H -26.483 0.508 25.557
H -24.351 -0.148 24.475
H -23.400 -2.458 27.884
H -25.641 -2.065 28.973
C -21.105 -6.132 23.810
C -22.394 -5.692 23.688
C -23.151 -5.525 24.816
C -22.505 -5.692 26.005
C -21.178 -6.009 26.170
C -20.471 -6.324 24.989
N -23.249 -5.315 27.235
O -22.603 -5.252 28.270
O -24.418 -4.998 27.160
H -20.495 -6.408 22.898
H -22.835 -5.414 22.678
H -24.143 -5.131 24.761
H -20.839 -5.981 27.207
H -19.418 -6.587 25.115
C -19.123 -3.433 29.059
C -17.810 -3.299 29.598
C -17.534 -3.633 30.915
C -18.606 -4.172 31.632
C -19.889 -4.268 31.159
C -20.148 -3.851 29.887
N -18.360 -4.539 33.010
O -19.380 -4.598 33.664
O -17.220 -4.612 33.384
H -19.356 -3.229 28.040
H -16.953 -2.970 28.979
H -16.517 -3.549 31.387
H -20.653 -4.657 31.762
H -21.175 -3.864 29.503
C -17.427 -6.694 28.687
C -16.054 -6.487 28.515
C -15.281 -7.216 27.601
C -15.903 -8.270 26.951
C -17.259 -8.564 27.167
C -17.975 -7.800 28.005
N -15.082 -9.094 26.030
O -13.974 -8.715 25.695
O -15.565 -10.170 25.679
H -18.011 -6.135 29.412
H -15.535 -5.689 29.050
H -14.190 -7.052 27.395
H -17.722 -9.445 26.662
H -19.010 -8.053 28.091
C -15.573 4.237 17.487
C -16.899 4.232 17.974
C -17.545 3.052 18.310
C -16.805 1.884 18.292
C -15.502 1.832 17.862
C -14.894 3.021 17.435
N -17.404 0.607 18.787
O -18.614 0.497 18.704
O -16.620 -0.279 19.066
H -15.137 5.154 17.103
H -17.438 5.149 17.896
H -18.573 3.013 18.591
H -14.869 0.937 17.794
H -13.921 2.962 17.043
C -18.987 -4.240 17.964
C -19.894 -5.128 18.485
C -20.945 -4.668 19.297
C -21.147 -3.323 19.469
C -20.248 -2.374 18.987
C -19.205 -2.849 18.205
N -22.214 -2.863 20.377
O -23.000 -3.710 20.819
O -22.278 -1.681 20.520
H -18.184 -4.727 17.374
H -19.781 -6.233 18.279
H -21.748 -5.326 19.745
H -20.280 -1.382 19.390
H -18.495 -2.090 17.831
C -13.684 -0.987 22.057
C -13.760 -1.273 20.681
C -13.483 -0.291 19.756
C -12.991 0.909 20.148
C -12.876 1.263 21.471
C -13.254 0.323 22.438
N -12.527 1.875 19.101
O -12.235 2.994 19.528
O -12.465 1.476 17.953
H -13.893 -1.688 22.816
H -14.182 -2.191 20.298
H -13.588 -0.504 18.692
H -12.395 2.207 21.681
H -13.092 0.552 23.475
C -18.850 2.783 23.650
C -19.102 3.303 22.395
C -20.200 2.946 21.666
C -21.035 2.075 22.286
C -20.862 1.488 23.520
C -19.739 1.893 24.243
N -22.175 1.573 21.536
O -22.119 1.633 20.321
O -23.126 1.083 22.137
H -17.925 3.111 24.136
H -18.385 3.913 21.911
H -20.499 3.355 20.699
H -21.551 0.718 23.861
H -19.583 1.511 25.238
C -10.855 -3.556 26.490
C -10.365 -2.417 27.103
C -11.139 -1.290 27.155
C -12.347 -1.273 26.449
C -12.843 -2.363 25.792
C -12.075 -3.552 25.854
N -13.166 -0.085 26.429
O -12.629 0.893 26.891
O -14.270 -0.050 25.924
H -10.254 -4.439 26.466
H -9.434 -2.503 27.565
H -10.852 -0.438 27.772
H -13.812 -2.251 25.298
H -12.418 -4.403 25.289
C -18.391 -0.863 22.133
C -17.181 -0.663 22.800
C -16.914 -1.346 23.974
C -17.887 -2.250 24.430
C -19.108 -2.463 23.768
C -19.296 -1.789 22.616
N -17.638 -3.073 25.649
O -16.735 -2.797 26.395
O -18.373 -4.037 25.846
H -18.658 -0.355 21.290
H -16.468 0.028 22.356
H -15.931 -1.307 24.475
H -19.818 -3.229 24.086
H -20.259 -1.824 22.144
C -17.057 0.570 27.276
C -16.865 1.805 26.654
C -17.682 2.792 27.071
C -18.646 2.579 28.057
C -18.887 1.358 28.602
C -17.980 0.331 28.260
N -19.644 3.700 28.284
O -20.631 3.450 28.936
O -19.377 4.822 27.849
H -16.309 -0.201 26.978
H -15.981 1.904 25.974
H -17.575 3.764 26.603
H -19.669 1.234 29.341
H -18.026 -0.614 28.778
C -14.509 -0.977 30.232
C -13.726 -1.604 31.177
C -13.150 -2.818 30.933
C -13.457 -3.454 29.736
C -14.145 -2.833 28.743
C -14.685 -1.619 29.031
N -12.851 -4.879 29.561
O -12.693 -5.372 28.466
O -12.460 -5.352 30.599
H -14.967 -0.065 30.420
H -13.612 -1.256 32.220
H -12.604 -3.271 31.734
H -14.385 -3.364 27.824
H -15.382 -1.272 28.295
C -15.235 -5.474 25.023
C -15.513 -4.692 23.752
O -14.614 -3.979 23.269
N -16.674 -5.014 23.156
C -16.851 -4.646 21.711
H -14.502 -4.958 25.641
H -14.764 -6.412 24.755
H -16.201 -5.551 25.520
H -17.271 -5.643 23.689
H -17.943 -4.758 21.567
H -16.228 -5.381 21.154
H -16.674 -3.617 21.489
*
```

HOMO ... -0.3657 hartree
M ... 1550.43 Da
LUMO ... -0.985 eV

These are the Mulliken partial charges, in e, on atoms 1 to 5: atom 1 (C): -0.5355, atom 2 (C): -0.5590, atom 3 (C): -0.8180, atom 4 (C): 0.4858, atom 5 (C): -0.2696



No. 2
Entry from OMol25: a molecular structure, C16H22N4O2S (the ωB97M-V functional and the def2-TZVPD basis).

```
! wB97M-V def2-TZVPD RIJCOSX def2/J DEFGRID3
* xyz 0 1
C -2.943 -0.285 -2.980
C -2.647 0.512 -1.719
C -2.871 -0.273 -0.410
C -4.343 -0.641 -0.210
C -2.067 -1.504 -0.435
N -1.420 -2.452 -0.438
C -2.431 0.644 0.744
O -3.174 1.521 1.131
N -1.193 0.417 1.241
C -0.611 1.229 2.289
C -0.035 0.361 3.370
C 1.243 0.205 3.678
C 2.418 0.888 3.044
N 3.505 -0.014 2.688
C 3.589 -0.889 1.640
O 4.627 -1.452 1.359
C 2.335 -1.123 0.816
C 2.315 -0.301 -0.432
C 2.175 -0.731 -1.712
C 2.222 0.358 -2.631
C 2.143 0.232 -4.120
N 2.376 1.549 -2.095
S 2.478 1.402 -0.459
H -2.778 0.339 -3.857
H -2.293 -1.158 -3.062
H -3.977 -0.629 -3.012
H -1.614 0.875 -1.748
H -3.286 1.394 -1.669
H -4.502 -1.091 0.769
H -4.948 0.259 -0.274
H -4.666 -1.352 -0.968
H -0.625 -0.305 0.828
H 0.122 1.929 1.878
H -1.422 1.828 2.699
H -0.771 -0.184 3.955
H 1.499 -0.457 4.501
H 2.122 1.505 2.195
H 2.843 1.575 3.779
H 4.385 0.100 3.165
H 2.344 -2.177 0.544
H 1.437 -0.958 1.419
H 2.056 -1.768 -1.991
H 1.926 -0.791 -4.425
H 1.367 0.885 -4.516
H 3.089 0.530 -4.572
*
```

HOMO ... -0.3472 hartree
M ... 334.44 Da
Energy relative to the best compared isomer or geometry (same formula, charge and spin) ... 27.3 kcal per mole
LUMO ... 0.621 eV

These are the Mulliken partial charges, in e, on atoms 1 to 5: atom 1 (C): -1.2803, atom 2 (C): -0.7523, atom 3 (C): 2.4033, atom 4 (C): -1.8714, atom 5 (C): -0.4939



> What is the formula in the first record?

C75H67N13O25